This record from the OMol25 dataset describes an isolated molecule of C5H8N2. The level of theory is wB97M-V/def2-TZVPD.

As for the calculated total energy: -8294.549 eV. The highest occupied orbital energy comes out at -7.6038 eV. As for the SMILES: Cn1cccc1N.

The geometry in ORCA input format:
```
! wB97M-V def2-TZVPD RIJCOSX def2/J DEFGRID3
* xyz 0 1
H 0.4171 -0.1495 2.3885
H 1.7482 1.8846 -0.6772
H -1.8407 -1.9927 0.2974
C -1.3206 -0.6165 -1.4137
C -0.3248 0.3133 -1.5175
C -1.1984 -1.2295 -0.1271
C -0.1125 -0.6561 0.4873
N 0.5281 -0.9022 1.7170
N 0.4295 0.2816 -0.3634
H 0.1997 -1.7640 2.1314
C 1.1776 1.4187 0.1276
H -2.0579 -0.8389 -2.1744
H -0.0718 1.0122 -2.3035
H 1.8639 1.0960 0.9133
H 0.4949 2.1789 0.5337
*
```